Record 1
Molecular formula: C36H73BF3IN6O11P2S2
Method: DFT, ωB97M-V/def2-TZVPD

Atoms and positions in Å:
C1 -0.60163 2.35022 6.92492
C2 -0.80222 1.19425 5.86461
N1 -2.19101 0.65293 5.78372
C3 -2.78980 0.38769 7.11511
C4 -3.73624 1.58436 7.61437
C5 -2.05803 -0.59233 5.00638
S1 -1.53181 -2.00848 5.69996
S2 -2.50321 -0.43359 3.27122
C6 -1.59397 -1.72433 2.27827
C7 -2.33000 -1.74169 0.84798
C8 -1.41480 -0.91162 -0.12360
C9 -1.84500 -0.90395 -1.65144
F1 -2.93780 -1.83078 -1.72579
O1 -2.37009 0.35742 -1.91660
C10 -3.63158 0.64249 -1.35775
P1 -3.48537 2.42280 -0.65309
N2 -1.95652 2.64758 -0.23627
B1 -4.81456 0.72720 -2.47499
N3 -4.75322 -0.15676 -3.68321
O2 -5.91279 1.60676 -2.33967
C11 -0.67859 -1.33061 -2.67841
C12 -1.07971 -1.02233 -4.19048
C13 -0.94309 0.44283 -4.73025
O3 -1.57357 1.40761 -4.34599
C14 -0.03721 0.80488 -5.97163
C15 -0.07983 2.17263 -6.55261
C16 0.69683 2.58503 -7.71072
C17 1.60950 1.61308 -8.33779
C18 1.67695 0.25714 -7.81150
C19 0.85083 -0.12842 -6.66324
N4 -0.60879 -2.80831 -2.53285
C20 -1.21801 -3.66232 -3.45384
O4 -2.35543 -3.78760 -3.73920
F2 -0.34767 -4.54283 -4.13470
C21 0.20782 -3.40179 -1.53234
O5 -0.29734 -3.83514 -0.54360
F3 1.56234 -3.67671 -1.62253
N5 0.65046 -0.83661 -2.25328
I1 2.16032 -1.17784 -3.60263
P2 0.73768 0.87384 -1.85519
N6 2.01589 1.64721 -2.78569
O6 1.36735 0.90470 -0.25758
H1 -0.63734 1.86638 7.94082
H2 -1.37243 3.16564 6.82980
H3 0.44317 2.78717 6.80063
H4 -0.57104 1.63412 4.84778
H5 -0.02736 0.40069 6.06677
H6 -1.99036 0.15627 7.87597
H7 -3.47026 -0.50469 7.02858
H8 -3.48703 2.48770 6.99668
H9 -3.52719 1.73970 8.70491
H10 -4.80265 1.31181 7.40661
H11 -1.59363 -2.72674 2.76790
H12 -0.55539 -1.29913 2.16045
H13 -2.50376 -2.80577 0.53430
H14 -3.34374 -1.30599 1.04461
H15 -1.44792 0.16125 0.24329
H16 -0.35233 -1.23599 0.05359
H17 -3.97004 0.03211 -0.48323
H18 -4.37651 2.58476 0.45212
H19 -3.75626 3.37255 -1.69640
H20 -1.90927 2.87102 0.75872
H21 -5.13405 0.33466 -4.50639
H22 -5.41593 -0.93685 -3.55481
H23 -6.31860 1.66897 -3.22431
H24 -0.48497 -1.62304 -4.94063
H25 -2.18606 -1.25771 -4.26868
H26 -0.77152 2.91921 -6.08825
H27 0.56593 3.63074 -8.07572
H28 2.25556 1.87876 -9.20450
H29 2.35596 -0.50339 -8.26212
H30 0.94655 -1.17273 -6.29156
H31 1.81177 2.65324 -2.70111
H32 2.91431 1.52320 -2.30331
H33 2.01696 0.16601 -0.23018
C22 3.08855 -1.48460 6.11613
C23 3.49910 -0.03858 6.31194
C24 5.01127 0.12327 6.28427
O7 2.99342 0.43022 7.56232
H34 3.48528 -2.12243 6.91217
H35 2.00058 -1.58038 6.15032
H36 3.44200 -1.86828 5.15656
H37 3.04980 0.57759 5.52903
H38 5.47875 -0.45048 7.09049
H39 5.28830 1.16917 6.43765
H40 5.42701 -0.21183 5.33175
H41 3.38367 -0.10728 8.26243
C25 4.80048 4.82454 7.13113
C26 3.27961 4.83052 7.11645
C27 2.71355 4.82148 8.52824
O8 2.80631 3.68798 6.40741
H42 5.18100 3.92372 7.62254
H43 5.19356 4.82013 6.11201
H44 5.19431 5.69931 7.65364
H45 2.92091 5.71351 6.58238
H46 3.02441 3.92065 9.06592
H47 1.62153 4.81482 8.50332
H48 3.04499 5.69622 9.09259
H49 3.11822 2.89832 6.87195
C28 -2.44130 -8.04447 -6.24778
C29 -1.00791 -8.29874 -5.80676
C30 -0.94686 -8.73620 -4.35122
O9 -0.23957 -7.11061 -5.97876
H50 -2.89458 -7.24441 -5.65459
H51 -2.46963 -7.72111 -7.29063
H52 -3.05235 -8.94418 -6.14422
H53 -0.55964 -9.06762 -6.44039
H54 -1.35012 -7.95929 -3.69447
H55 0.08782 -8.90475 -4.04488
H56 -1.51325 -9.65652 -4.19084
H57 -0.62710 -6.42288 -5.42230
C31 5.12426 -3.18611 -8.39128
C32 5.55825 -1.74196 -8.19220
C33 7.07273 -1.60972 -8.22704
O10 5.06746 -1.26570 -6.93957
H58 5.51856 -3.82422 -7.59468
H59 4.03562 -3.26836 -8.35354
H60 5.47048 -3.57398 -9.35173
H61 5.11704 -1.11515 -8.97100
H62 7.53273 -2.19475 -7.42485
H63 7.37033 -0.57042 -8.07228
H64 7.47721 -1.95049 -9.18261
H65 5.45128 -1.81266 -6.24311
C34 -3.33272 6.15395 1.96241
C35 -3.92537 4.92996 2.64336
C36 -3.99023 5.11207 4.15187
O11 -3.13228 3.78466 2.33645
H66 -2.30958 6.33310 2.30611
H67 -3.28221 6.00465 0.88145
H68 -3.92963 7.04621 2.16455
H69 -4.92874 4.74217 2.25280
H70 -2.98899 5.25611 4.56954
H71 -4.40729 4.22172 4.62786
H72 -4.60675 5.97310 4.41976
H73 -2.24227 3.93962 2.67774

Calculated values
Orbital gap, Eh: 0.265
Multiplicity: 1
Highest occupied orbital energy, hartree: -0.2843

Record 2
Molecular formula: C12H18NO2
Method: DFT, ωB97M-V/def2-TZVPD

Atoms and positions in Å:
C1 -2.98786 1.32468 1.83984
C2 -2.27731 2.41729 1.37263
C3 -2.53127 0.07309 1.54621
C4 -1.21066 2.20604 0.56532
C5 -1.34560 -0.27674 0.94122
C6 -0.68168 0.86872 0.39701
C7 -1.05046 -1.74172 0.85285
C8 0.13947 -2.24388 -0.03824
C9 0.44392 0.89728 -0.59155
C10 2.06608 -1.01482 1.13659
C11 -1.10492 0.42548 -2.40877
C12 2.63783 1.77185 -0.91587
N1 1.13517 -1.16580 -0.10892
O1 0.25325 0.71900 -1.95488
O2 1.48555 1.44803 -0.17004
H1 -3.88044 1.46206 2.50499
H2 -2.55608 3.54386 1.56349
H3 -3.11702 -0.84246 1.91864
H4 -0.66212 2.97206 0.14326
H5 -0.81590 -2.11335 1.85587
H6 -1.77041 -2.41570 0.55909
H7 0.59503 -3.20102 0.27404
H8 -0.30154 -2.28680 -0.99775
H9 1.75772 -0.18657 1.81119
H10 1.92423 -1.99704 1.68034
H11 3.07699 -0.87242 0.89326
H12 -1.78288 0.80558 -1.69298
H13 -1.03889 -0.68437 -2.60716
H14 -1.07079 0.73016 -3.46843
H15 3.45860 1.78176 -0.22933
H16 2.58007 2.63538 -1.46577
H17 2.75638 1.01269 -1.69117
H18 1.89435 -1.34716 -0.72324

Calculated values
Orbital gap, Eh: 0.375
Multiplicity: 1
Highest occupied orbital energy, hartree: -0.4759
Charge: +1

Record 3
Molecular formula: C4H8O2
Method: DFT, ωB97M-V/def2-TZVPD

Atoms and positions in Å:
C1 0.79627 -0.59999 1.40116
C2 1.73398 -1.43156 0.82689
O1 1.98658 -1.40933 -0.53515
H1 0.62695 -0.54454 2.48929
H2 0.37823 0.34283 0.81553
H3 2.18931 -2.19413 1.44039
H4 2.80044 -1.86627 -0.75649
C3 -2.20174 0.42910 -0.85090
C4 -0.95887 1.02883 -0.81545
O2 -0.58481 2.25601 -0.31551
H5 -2.25275 -0.65708 -0.93526
H6 -3.09340 1.02048 -0.75300
H7 -0.23973 0.57351 -1.39859
H8 -1.18044 3.05213 -0.61290

Calculated values
Orbital gap, Eh: 0.351
Multiplicity: 1
Highest occupied orbital energy, hartree: -0.3201

Record 4
Molecular formula: C4H9FN
Method: DFT, ωB97M-V/def2-TZVPD

Atoms and positions in Å:
C1 -0.67809 0.05986 -0.18313
C2 -2.02263 0.33493 0.34120
C3 -0.31841 -1.41588 -0.39975
C4 1.19314 1.70009 -0.17234
N1 0.25380 0.92095 -0.18431
F1 2.86629 -0.53952 0.19885
H1 -1.95837 -0.05304 1.48350
H2 -2.71637 -0.16829 -0.30626
H3 -2.12521 1.32341 0.25659
H4 0.68801 -1.70425 -0.04261
H5 -0.85862 -1.91517 0.25058
H6 -0.35787 -1.54308 -1.44399
H7 1.39230 2.30490 -1.13376
H8 1.67587 2.01424 0.67560
H9 2.96617 -1.31917 0.65985

Calculated values
Orbital gap, Eh: 0.447
Multiplicity: 1
Highest occupied orbital energy, hartree: -0.6025
Charge: +1

Record 5
Molecular formula: C54H46AsF6N2O4PSSiSn
Method: DFT, ωB97M-V/def2-TZVPD

Atoms and positions in Å:
Sn1 0.69379 1.01610 0.70267
N1 2.44642 1.84485 2.03334
C1 2.17402 1.72429 3.43834
C2 3.19358 1.22653 4.23256
C3 3.03053 1.09445 5.60112
C4 1.82150 1.43102 6.18622
C5 0.82067 1.95260 5.37940
C6 0.96428 2.13395 3.99699
C7 -0.14992 2.72374 3.19407
C8 -1.11129 3.53690 3.89755
C9 -2.20048 4.10240 3.24815
C10 -2.28967 4.03207 1.87405
C11 -1.33146 3.30507 1.16516
C12 -0.31968 2.57798 1.80150
H1 2.49126 2.81217 1.66840
H2 3.28995 1.37582 1.72558
H3 4.16281 1.01252 3.81942
H4 3.85768 0.70930 6.19413
H5 1.67175 1.32312 7.24976
H6 -0.12973 2.21143 5.83106
H7 -0.97735 3.75817 4.94454
H8 -2.95591 4.64807 3.81876
H9 -3.07233 4.54537 1.30466
H10 -1.43614 3.28956 0.10817
O1 -0.47569 1.18564 -1.20201
As1 -1.56805 0.53627 -2.27396
C13 -3.16924 1.53177 -2.06910
C14 -3.00773 2.89619 -1.89901
C15 -4.08699 3.73043 -1.71639
C16 -5.35503 3.16934 -1.65767
C17 -5.55995 1.78112 -1.85596
C18 -4.44408 0.98945 -2.09174
C19 -1.08690 0.95239 -4.08483
C20 -1.97091 0.51623 -5.07602
C21 -1.76660 0.92124 -6.37403
C22 -0.71105 1.76857 -6.68389
C23 0.17804 2.21758 -5.69770
C24 -0.02861 1.80455 -4.37621
C25 -1.75152 -1.38342 -2.21056
C26 -2.87173 -2.03374 -1.70050
C27 -2.96211 -3.40344 -1.81148
C28 -1.93883 -4.12126 -2.43527
C29 -0.78950 -3.48750 -2.91025
C30 -0.69827 -2.09368 -2.81654
H11 -2.00551 3.28599 -1.89667
H12 -3.90375 4.80237 -1.62437
H13 -6.20828 3.79566 -1.45234
H14 -6.57288 1.40869 -1.88405
H15 -4.59008 -0.06134 -2.26395
H16 -2.82554 -0.11517 -4.83890
H17 -2.39188 0.55683 -7.15365
H18 -0.56306 2.09666 -7.71462
H19 0.97630 2.88808 -5.95051
H20 0.60945 2.14769 -3.55595
H21 -3.64376 -1.49471 -1.14402
H22 -3.82496 -3.89589 -1.39735
H23 -2.05025 -5.17791 -2.57311
H24 0.01790 -4.04822 -3.36604
H25 0.20863 -1.57306 -3.16445
C31 -0.21218 -1.69611 6.33947
C32 -1.31420 -1.21622 5.66473
C33 -1.26504 -0.92052 4.31072
C34 -0.10477 -1.16164 3.58524
C35 1.02471 -1.59139 4.26812
C36 0.97412 -1.89180 5.63031
Si1 -0.11792 -1.14536 1.67277
C37 -1.98109 -1.18978 1.27496
C38 -2.76414 -0.06282 1.05132
C39 -4.16209 -0.12518 1.10312
C40 -4.80062 -1.34744 1.30677
C41 -4.01772 -2.48830 1.45252
C42 -2.64690 -2.40794 1.45939
C43 0.74150 -2.65020 0.96307
C44 0.51736 -3.87591 1.62067
C45 0.91956 -5.04731 1.02821
C46 1.61454 -5.02634 -0.17405
C47 1.88532 -3.82766 -0.81274
C48 1.43908 -2.64701 -0.24205
H26 -0.23249 -1.97287 7.38650
H27 -2.25442 -1.02267 6.18627
H28 -2.12966 -0.54365 3.78593
H29 1.95128 -1.69728 3.72329
H30 1.88379 -2.24448 6.10669
H31 -2.31287 0.91188 0.91466
H32 -4.73307 0.78227 0.96455
H33 -5.88033 -1.41625 1.41355
H34 -4.51197 -3.44173 1.58741
H35 -2.09855 -3.34034 1.59876
H36 -0.00954 -3.92629 2.58036
H37 0.74207 -5.99123 1.52837
H38 1.95402 -5.93895 -0.63569
H39 2.48132 -3.83576 -1.70697
H40 1.60785 -1.70896 -0.78726
N2 3.78050 0.97868 -1.07661
C49 3.89920 -0.17544 -1.87330
C50 3.07147 -0.34540 -2.98764
C51 3.11378 -1.52175 -3.72734
C52 3.99920 -2.52692 -3.37695
C53 4.88825 -2.32637 -2.32343
C54 4.83451 -1.16999 -1.56248
S1 4.03979 -4.11316 -4.20712
O2 3.18588 -3.92589 -5.38040
O3 3.43396 -4.99623 -3.21759
O4 5.46167 -4.37843 -4.42774
H41 4.65014 1.35387 -0.69328
H42 3.27101 1.71062 -1.55605
H43 2.39835 0.46267 -3.25504
H44 2.49381 -1.62003 -4.63223
H45 5.59980 -3.12433 -2.14553
H46 5.51962 -0.96599 -0.75156
F1 2.36252 3.70577 -0.25046
P1 3.77724 4.59340 -0.20191
F2 4.51686 3.29511 0.50502
F3 3.36699 5.11797 1.26580
F4 4.16701 3.96725 -1.66191
F5 3.01982 5.80620 -0.91240
F6 5.14983 5.42273 -0.19137

Calculated values
Orbital gap (spin up / spin down), Eh: 0.237 / 0.228
Multiplicity: 2
Highest occupied orbital energy (spin up / spin down), hartree: -0.1788 / -0.1935
Charge: -1

Record 6
Molecular formula: C9H10NO4ReSSbSe4
Method: DFT, ωB97M-V/def2-TZVPD

Atoms and positions in Å:
Re1 -0.58283 1.35520 1.62726
Se1 -2.72743 7.30760 3.88284
Sb1 -0.50467 6.89394 3.82979
Se2 -0.91503 0.61722 3.67524
Se3 -0.76075 3.57749 1.48038
Se4 1.74479 6.63285 3.77741
O1 3.61152 0.35864 1.14083
C1 3.09701 -0.22876 0.33811
O2 0.79988 0.71037 0.88539
C2 2.77643 -1.08034 -0.72380
C3 3.87865 -1.78599 -1.26611
C4 3.64767 -2.66021 -2.30937
C5 2.35792 -2.84484 -2.80229
C6 1.30588 -2.13595 -2.23658
C7 1.47931 -1.24738 -1.21236
N1 -0.07928 -2.33480 -2.73015
O3 -0.95822 -1.74889 -2.11466
O4 -0.22993 -3.04924 -3.67831
H1 4.87737 -1.64340 -0.87385
H2 4.47455 -3.20651 -2.74166
H3 2.16125 -3.53196 -3.61602
H4 0.63757 -0.70462 -0.82468
C8 -3.94288 1.36414 0.84747
S1 -2.41787 0.57680 0.26356
C9 -2.70496 -1.18672 0.61290
H5 -4.71336 1.05017 0.14383
H6 -3.80606 2.44008 0.78978
H7 -4.17689 1.04199 1.85866
H8 -3.78578 -1.32094 0.62751
H9 -2.27261 -1.47549 1.56515
H10 -2.27127 -1.74047 -0.21625

Calculated values
Orbital gap, Eh: 0.256
Multiplicity: 1
Highest occupied orbital energy, hartree: -0.6690
Charge: +3

Record 7
Molecular formula: C4H6N2O
Method: DFT, ωB97M-V/def2-TZVPD

Atoms and positions in Å:
C1 -0.10586 -0.17052 -1.23011
C2 1.12540 -0.44780 1.04776
N1 -1.34345 -0.33345 -0.54321
C3 0.81439 0.49907 -0.08829
C4 -1.52719 0.64814 0.55160
O1 1.43939 1.49082 -0.35170
N2 -2.07085 1.25392 1.36681
H1 -2.16580 -0.33921 -1.13634
H2 0.31534 -1.13804 -1.50890
H3 -0.13286 0.53857 -2.06382
H4 1.29693 0.13779 1.94843
H5 0.31691 -1.15192 1.21450
H6 2.03765 -0.98737 0.79326

Calculated values
Orbital gap, Eh: 0.367
Multiplicity: 1
Highest occupied orbital energy, hartree: -0.3688

Record 8
Molecular formula: C35H25Br2ClF4N2PPt
Method: DFT, ωB97M-V/def2-TZVPD

Atoms and positions in Å:
Pt1 -0.62950 0.28882 -0.11666
F1 3.20603 6.50663 -1.09159
C1 2.75588 5.28061 -1.04359
C2 3.64430 4.20363 -1.09439
F2 4.94589 4.45208 -1.13671
C3 3.19268 2.91432 -1.05973
F3 4.14677 1.95101 -1.01944
C4 1.87778 2.59876 -0.90462
P1 1.45923 0.80995 -0.75735
C5 1.93388 -0.03436 -2.33498
C6 0.94310 -0.17031 -3.30281
C7 1.16722 -0.80319 -4.47012
C8 2.39730 -1.28519 -4.77211
C9 3.40877 -1.12833 -3.83278
C10 3.22828 -0.46068 -2.66460
C11 2.52642 0.21027 0.52996
C12 2.93422 -1.12983 0.52003
C13 3.67849 -1.64219 1.59938
C14 4.05741 -0.79421 2.62066
C15 3.52841 0.48301 2.72402
C16 2.81332 1.00115 1.65677
C17 0.95760 3.66657 -0.98981
Br1 -0.92017 3.49129 -1.14154
C18 1.39055 4.94610 -0.94519
F4 0.54794 5.99925 -0.98279
H1 0.00631 0.23217 -3.02431
H2 0.34719 -0.85908 -5.15666
H3 2.57092 -1.76150 -5.73560
H4 4.41565 -1.37172 -4.14885
H5 4.12761 -0.26411 -2.04271
H6 2.66949 -1.70041 -0.35491
H7 4.06427 -2.62611 1.58125
H8 4.60840 -1.18807 3.51574
H9 3.83896 1.16677 3.51994
H10 2.41277 2.04739 1.72174
Cl1 -5.52533 -0.83237 2.70878
C19 -4.85689 -0.00563 1.30232
C20 -5.63578 0.47579 0.27691
C21 -4.90403 1.05786 -0.78034
C22 -3.54826 1.01761 -0.81980
N1 -2.81644 0.39964 0.14695
C23 -3.47638 -0.11225 1.17620
H11 -6.69528 0.58856 0.41523
H12 -5.45517 1.66836 -1.50827
H13 -2.92730 1.49920 -1.56766
H14 -2.87488 -0.52735 1.96555
C24 -0.57745 -1.85738 -0.61867
C25 -1.93226 -2.34183 -0.57025
C26 -2.41658 -3.05765 0.52655
C27 -3.71973 -3.53979 0.51282
C28 -4.62207 -3.23132 -0.55374
C29 -4.13508 -2.52168 -1.66252
C30 -2.77938 -2.13751 -1.70054
H15 -0.19375 -1.79356 -1.60381
H16 0.14227 -2.46512 -0.00511
H17 -1.71027 -3.32332 1.27794
H18 -3.94958 -4.29202 1.22665
H19 -5.61285 -3.68924 -0.61285
H20 -4.86256 -2.21097 -2.41346
H21 -2.35851 -1.66420 -2.54995
Br2 -0.93970 2.65096 2.26856
C31 -0.47758 0.97395 2.98338
C32 -0.10512 0.80964 4.28244
C33 0.19194 -0.47264 4.73673
C34 0.29935 -1.47110 3.85000
C35 -0.06062 -1.20035 2.57292
N2 -0.40180 0.03559 2.07879
H22 -0.16679 1.65140 4.95153
H23 0.43569 -0.65249 5.80441
H24 0.51334 -2.49147 4.18371
H25 -0.09853 -1.96782 1.85295

Calculated values
Orbital gap (spin up / spin down), Eh: 0.232 / 0.254
Multiplicity: 3
Highest occupied orbital energy (spin up / spin down), hartree: -0.3304 / -0.3994
Charge: +1

Record 9
Molecular formula: C4H4N2
Method: DFT, ωB97M-V/def2-TZVPD

Atoms and positions in Å:
N1 -1.15667 -0.73792 -0.38513
C1 -0.28024 -0.61442 0.56337
C2 1.07703 -0.29036 0.33064
C3 2.26808 -0.16379 0.19997
C4 -0.72208 1.91353 0.08916
N2 -0.80505 1.88640 -1.08544
H1 -1.02356 -0.09807 -1.18790
H2 -2.11766 -0.93667 -0.13604
H3 -0.55573 -0.94681 1.56199
H4 3.31588 -0.01189 0.04939

Calculated values
Orbital gap, Eh: 0.266
Multiplicity: 1
Highest occupied orbital energy, hartree: -0.3271

Relative energy (zero: lowest compared OMol25 entry of this formula, charge and spin) across the listed records, respectively: 62.1 76.7 87.3 49.5 0.0 0.0 54.9 0.0 109.8 kcal/mol.
E_tot across the listed records, respectively: -4672.78848 -672.94243 -307.57335 -312.09774 -6574.48045 -11025.93749 -340.70746 -7926.30630 -264.15151 Eh.